The following is a DFT calculation (the ωB97M-V functional and the def2-TZVPD basis) of C24H34I2N3O5PtSSi as an isolated structure.

The LUMO energy (alpha / beta) is -10.588 / -12.504 eV. The calculation puts the HOMO-LUMO gap (alpha / beta) at 6.88 / 4.98 eV.

Structure (ORCA input):
```
! RIJCOSX wB97M-V def2-TZVPD def2/J DEFGRID3
* xyz 3 5
Pt -2.101 0.538 -1.902
O -4.354 -6.032 0.176
N -5.006 -5.546 -0.723
O -5.958 -6.048 -1.265
C -4.617 -4.178 -1.207
C -5.429 -3.650 -2.150
C -5.193 -2.356 -2.696
C -6.016 -1.770 -3.676
C -5.707 -0.515 -4.146
C -4.589 0.143 -3.641
N -3.802 -0.394 -2.712
C -4.091 -1.630 -2.239
C -3.227 -2.183 -1.248
N -2.179 -1.424 -0.857
C -1.331 -1.860 0.055
C -1.488 -3.114 0.638
C -2.541 -3.914 0.266
C -3.465 -3.465 -0.707
H -6.279 -4.225 -2.494
H -6.879 -2.309 -4.049
H -6.312 -0.029 -4.898
H -4.326 1.127 -3.998
H -0.512 -1.207 0.327
H -0.779 -3.452 1.382
H -2.663 -4.882 0.718
C 4.280 -1.118 1.058
C 3.436 -1.073 -0.208
C 4.275 -1.193 -1.464
C 2.337 -2.128 -0.165
O 2.801 0.254 -0.275
Si 1.983 1.223 0.642
S -0.280 1.326 -0.973
O 1.113 0.571 1.777
C 0.368 0.977 2.986
C -0.286 2.328 2.741
C -0.675 -0.107 3.211
C 1.373 1.033 4.125
O 2.181 2.764 0.478
C 3.264 3.770 0.455
C 4.361 3.303 -0.493
C 2.630 5.059 -0.029
C 3.787 3.885 1.880
H 4.750 -2.094 1.165
H 3.656 -0.941 1.938
H 5.069 -0.366 1.019
H 4.786 -2.154 -1.480
H 5.028 -0.405 -1.500
H 3.651 -1.112 -2.355
H 2.790 -3.117 -0.183
H 1.683 -2.032 -1.036
H 1.754 -2.028 0.754
H -0.891 2.294 1.829
H 0.460 3.117 2.640
H -0.940 2.577 3.575
H -1.407 -0.108 2.400
H -1.198 0.081 4.147
H -0.201 -1.087 3.277
H 2.131 1.795 3.934
H 1.864 0.067 4.249
H 0.865 1.280 5.056
H 3.974 3.201 -1.508
H 4.777 2.347 -0.170
H 5.162 4.039 -0.503
H 2.316 4.968 -1.070
H 3.353 5.869 0.047
H 1.757 5.313 0.573
H 4.154 2.917 2.231
H 2.998 4.235 2.549
H 4.610 4.597 1.923
I -2.171 3.102 -3.269
I -2.885 5.151 -4.928
*
```

The following is a DFT calculation (the ωB97M-V functional and the def2-TZVPD basis) of a 2-piece molecular cluster, CHF2NO2 overall.

The LUMO energy (alpha / beta) is 0.274 / -1.062 eV. The calculation puts the HOMO-LUMO gap (alpha / beta) at 10.20 / 7.90 eV. The energy above the lowest of the compared OMol25 structures with the same formula, charge and spin comes out at 280.5 kJ/mol.

Structure (ORCA input):
```
! RIJCOSX wB97M-V def2-TZVPD def2/J DEFGRID3
* xyz 0 1
C 1.100 0.366 0.086
N -1.418 -0.518 -0.014
O -1.578 -1.471 0.653
O -2.079 0.225 -0.638
F 0.928 1.173 -0.927
F 1.958 -0.592 -0.300
H 1.089 0.816 1.139
*
```

The following is a DFT calculation (the ωB97M-V functional and the def2-TZVPD basis) of C22H31N3O3 as an isolated structure.

The LUMO energy is 0.595 eV. The calculation puts the HOMO-LUMO gap at 8.21 eV. The energy above the lowest of the compared OMol25 structures with the same formula, charge and spin comes out at 2111.7 kJ/mol.

Structure (ORCA input):
```
! RIJCOSX wB97M-V def2-TZVPD def2/J DEFGRID3
* xyz 0 1
C -5.135 -3.502 0.956
C -3.818 -3.781 -0.009
H -4.099 -4.177 -0.962
H -3.188 -4.416 0.510
O -3.318 -2.732 -0.563
C -2.543 -2.083 0.506
O -2.297 -2.613 1.683
C -1.993 -0.631 -0.182
C -0.828 -0.186 0.693
C 0.481 -1.157 0.537
N 0.756 -1.043 -0.836
C 1.363 0.039 -1.489
C 2.865 -0.125 -0.936
N 3.498 1.252 -0.544
C 4.697 0.773 -0.225
C 5.716 1.527 0.445
C 6.946 0.735 0.820
C 6.938 -0.550 0.890
C 6.020 -1.175 0.337
C 4.755 -0.577 0.065
N 3.530 -1.063 -0.623
H 3.122 -1.908 -0.460
H 5.960 -2.246 0.488
H 7.814 -0.920 1.343
H 7.764 1.638 0.856
H 5.819 2.659 0.277
H 1.558 -0.357 -2.476
H 0.977 1.048 -1.220
C -0.397 -1.733 -1.525
C -1.512 -0.825 -1.456
H -1.286 0.308 -1.979
H -2.396 -1.223 -2.245
H 0.023 -1.746 -2.661
H -0.600 -2.825 -1.297
H 1.267 -0.784 1.100
H 0.268 -1.913 0.959
H -1.017 -0.249 1.671
H -0.528 0.843 0.819
C -3.197 0.343 0.121
H -3.638 0.377 1.235
C -2.841 1.700 -0.041
C -4.369 2.570 -0.314
C -4.063 3.944 -0.736
C -3.313 4.413 0.492
C -2.121 3.783 0.685
O -2.172 2.297 0.932
H -1.453 3.933 1.726
H -1.166 3.684 -0.034
H -2.954 5.688 0.204
H -4.065 4.567 1.374
H -4.876 4.564 -0.998
H -3.300 4.163 -1.694
H -4.473 2.116 -1.551
H -4.866 2.282 0.371
H -2.115 1.820 -0.940
H -3.937 0.037 -0.336
H -5.913 -2.918 0.283
H -4.956 -3.011 1.848
H -5.648 -4.344 1.136
*
```

The following is a DFT calculation (the ωB97M-V functional and the def2-TZVPD basis) of C6H14 as an isolated structure.

The LUMO energy is 1.082 eV. The calculation puts the HOMO-LUMO gap at 8.10 eV. The energy above the lowest of the compared OMol25 structures with the same formula, charge and spin comes out at 536.8 kJ/mol.

Structure (ORCA input):
```
! RIJCOSX wB97M-V def2-TZVPD def2/J DEFGRID3
* xyz 0 1
C 0.986 0.314 0.221
C 1.093 0.808 -1.198
C 1.985 -0.753 0.582
H 0.971 1.125 0.954
H -0.763 0.646 0.451
H 0.367 1.596 -1.416
H 1.812 -1.648 -0.025
H 1.921 -1.034 1.637
H 3.010 -0.412 0.390
H 2.090 1.214 -1.403
H 0.921 -0.019 -1.896
C -2.113 1.109 0.630
C -0.707 -0.683 0.403
C -1.127 -1.463 -0.613
H -0.676 -1.051 1.421
H -2.409 1.230 -0.408
H -2.838 0.536 1.198
H -1.848 2.057 1.102
H -1.463 -2.469 -0.402
H -1.211 -1.105 -1.630
*
```

The following is a DFT calculation (the ωB97M-V functional and the def2-TZVPD basis) of C11H17BO2 as an isolated structure.

The LUMO energy is 0.617 eV. The calculation puts the HOMO-LUMO gap at 8.92 eV. The energy above the lowest of the compared OMol25 structures with the same formula, charge and spin comes out at 481.2 kJ/mol.

Structure (ORCA input):
```
! RIJCOSX wB97M-V def2-TZVPD def2/J DEFGRID3
* xyz 0 1
B 0.902 -2.322 0.039
C -3.869 -0.639 -0.247
C -3.074 0.131 -1.089
C -3.309 -1.330 0.812
C -1.725 0.249 -0.805
C -1.939 -1.179 1.038
C -1.110 -0.467 0.185
C 1.419 3.230 -0.015
C 1.170 -3.535 -1.086
C 1.460 1.913 0.762
C 1.172 0.737 -0.145
C 0.365 -0.409 0.483
O 1.187 -2.774 1.278
O 0.654 -0.486 1.863
H -4.846 -0.928 -0.356
H -3.283 0.644 -2.033
H -3.969 -1.758 1.530
H -1.163 0.871 -1.525
H -1.447 -1.685 1.954
H 0.385 3.528 -0.578
H 2.018 3.027 -0.883
H 1.627 4.168 0.591
H 2.227 -3.963 -1.172
H 1.215 -2.988 -2.018
H 0.306 -4.129 -1.088
H 0.797 2.022 1.667
H 2.422 1.815 1.269
H 0.668 0.942 -1.033
H 2.101 0.475 -0.525
H 1.254 -2.109 2.043
H 0.255 0.166 2.333
*
```

The following is a DFT calculation (the ωB97M-V functional and the def2-TZVPD basis) of a 2-piece molecular cluster, C4H13NO2 overall.

The LUMO energy is 0.633 eV. The calculation puts the HOMO-LUMO gap at 9.05 eV. Its structure (SMILES) is CCNCCO.O. The energy above the lowest of the compared OMol25 structures with the same formula, charge and spin comes out at 201.6 kJ/mol.

Structure (ORCA input):
```
! RIJCOSX wB97M-V def2-TZVPD def2/J DEFGRID3
* xyz 0 1
C -1.881 1.518 0.033
C -0.853 2.059 -0.893
N 0.069 1.016 -1.337
C 0.728 -0.071 -0.542
C 0.272 -1.407 -1.107
O 0.941 -2.464 -0.363
H -2.426 0.617 -0.483
H -1.490 1.272 1.011
H -2.639 2.266 0.196
H -1.488 2.398 -1.696
H -0.204 2.898 -0.456
H 0.500 1.232 -2.248
H 1.829 -0.080 -0.742
H 0.631 0.002 0.602
H 0.632 -1.540 -2.099
H -0.865 -1.569 -0.937
H 1.447 -1.917 0.299
H 1.574 -2.818 3.403
H 1.232 -1.381 3.781
O 1.989 -2.031 3.577
*
```

The following is a DFT calculation (the ωB97M-V functional and the def2-TZVPD basis) of a 8-piece molecular cluster, C12H39N4O8 overall.

The LUMO energy is 2.446 eV. The calculation puts the HOMO-LUMO gap at 7.44 eV. The energy above the lowest of the compared OMol25 structures with the same formula, charge and spin comes out at 0.0 kJ/mol.

Structure (ORCA input):
```
! RIJCOSX wB97M-V def2-TZVPD def2/J DEFGRID3
* xyz -1 1
O 27.299 -8.445 19.245
H 28.042 -7.965 18.829
C 28.587 -10.649 23.554
O 28.896 -11.437 24.406
N 29.089 -9.417 23.608
N 27.844 -10.864 22.549
H 28.710 -8.708 22.996
H 29.717 -9.118 24.340
H 27.694 -10.156 21.845
H 27.443 -11.776 22.384
C 27.722 -12.645 17.894
O 27.757 -13.728 17.424
N 28.731 -12.010 18.431
N 26.652 -11.889 17.982
H 29.547 -12.559 18.663
H 28.563 -11.063 18.741
H 25.814 -12.119 17.467
H 26.768 -10.950 18.337
C 24.197 -5.452 15.074
C 25.402 -5.865 15.923
O 25.432 -7.370 16.088
H 23.298 -5.930 15.463
H 24.442 -5.759 14.057
H 24.031 -4.387 14.914
H 25.272 -5.409 16.905
H 26.337 -5.497 15.501
H 25.846 -7.413 16.953
C 27.231 -3.687 21.740
C 28.035 -4.576 20.816
O 28.382 -5.699 21.519
H 26.889 -2.836 21.151
H 27.858 -3.452 22.599
H 26.358 -4.209 22.132
H 28.773 -3.965 20.296
H 27.506 -4.961 19.944
H 27.951 -6.360 20.973
C 28.754 -10.230 14.057
C 27.896 -10.494 12.955
O 27.071 -9.388 12.988
H 29.253 -9.291 13.819
H 29.616 -10.890 14.156
H 28.184 -10.100 14.977
H 27.202 -11.293 13.216
H 28.392 -10.594 11.990
H 26.585 -9.408 13.816
C 31.766 -5.653 16.844
C 33.142 -6.100 17.346
O 33.549 -5.353 18.417
H 31.658 -6.387 16.044
H 31.836 -4.647 16.430
H 30.914 -5.757 17.515
H 33.859 -6.091 16.525
H 33.055 -7.141 17.658
H 33.016 -5.307 19.214
C 22.315 -7.586 22.485
C 23.675 -8.057 21.976
O 23.663 -8.432 20.578
H 22.140 -7.520 23.559
H 21.520 -8.096 21.941
H 22.292 -6.539 22.182
H 23.883 -8.980 22.518
H 24.574 -7.489 22.216
H 24.574 -8.441 20.275
*
```

The following is a DFT calculation (the ωB97M-V functional and the def2-TZVPD basis) of a 2-piece molecular cluster, C6H12N2S overall.

The LUMO energy is 0.735 eV. The calculation puts the HOMO-LUMO gap at 9.16 eV. Its structure (SMILES) is Cc1c[nH]cn1.CCS. The energy above the lowest of the compared OMol25 structures with the same formula, charge and spin comes out at 11.9 kJ/mol.

Structure (ORCA input):
```
! RIJCOSX wB97M-V def2-TZVPD def2/J DEFGRID3
* xyz 0 1
C 2.352 0.390 -0.329
C 3.808 0.779 -0.396
S 2.187 -1.433 -0.334
H 1.830 0.692 0.577
H 1.801 0.786 -1.181
H 3.929 1.809 -0.740
H 0.854 -1.487 -0.429
H 4.370 0.123 -1.067
H 4.309 0.689 0.564
C -2.425 -1.626 1.011
C -1.239 1.259 -0.698
C -2.108 -0.251 0.543
C -2.805 0.893 0.795
N -1.147 -0.004 -0.396
N -2.227 1.854 0.004
H -0.597 1.853 -1.332
H -2.599 2.775 -0.142
H -3.601 1.155 1.467
H -2.742 -2.255 0.177
H -3.233 -1.642 1.740
H -1.577 -2.159 1.462
*
```

The following is a DFT calculation (the ωB97M-V functional and the def2-TZVPD basis) of a 3-piece molecular cluster, C5H15NO2 overall.

The LUMO energy is 0.675 eV. The calculation puts the HOMO-LUMO gap at 9.10 eV. Its structure (SMILES) is C=C(N)CCC.O.O. The energy above the lowest of the compared OMol25 structures with the same formula, charge and spin comes out at 111.7 kJ/mol.

Structure (ORCA input):
```
! RIJCOSX wB97M-V def2-TZVPD def2/J DEFGRID3
* xyz 0 1
C -0.963 -0.193 1.787
C -0.886 -0.929 0.431
C -1.458 -0.011 -0.681
C -0.478 0.850 -1.368
C -0.079 0.558 -2.614
N -0.036 1.970 -0.682
H -1.947 0.268 1.866
H -0.199 0.591 1.792
H -0.773 -0.859 2.626
H 0.144 -1.220 0.290
H -1.436 -1.875 0.525
H -2.026 -0.631 -1.385
H -2.301 0.512 -0.202
H -0.434 -0.303 -3.157
H 0.601 1.186 -3.181
H -0.517 2.252 0.146
H 0.756 2.523 -0.954
H 2.371 -0.370 -0.375
H 1.825 0.898 0.320
O 2.449 0.163 0.418
H 1.961 -2.301 0.885
H 1.749 -1.056 1.765
O 1.676 -2.022 1.747
*
```

The following is a DFT calculation (the ωB97M-V functional and the def2-TZVPD basis) of C19H25CdClN6O4SSe as an isolated structure.

The LUMO energy is -2.521 eV. The calculation puts the HOMO-LUMO gap at 3.13 eV. The energy above the lowest of the compared OMol25 structures with the same formula, charge and spin comes out at 0.0 kJ/mol.

Structure (ORCA input):
```
! RIJCOSX wB97M-V def2-TZVPD def2/J DEFGRID3
* xyz 0 1
Cd 10.911 7.215 9.016
C 9.246 9.227 8.579
C 8.328 8.384 7.894
C 7.547 7.690 8.858
C 7.924 8.134 10.146
C 9.001 9.068 9.981
C 9.747 9.693 11.110
C 7.354 7.727 11.452
C 6.437 6.715 8.554
C 8.306 8.098 6.443
C 10.306 10.063 7.941
H 9.255 10.623 11.433
H 10.751 9.914 10.809
H 9.788 9.046 11.976
H 6.648 6.908 11.346
H 6.796 8.562 11.892
H 8.120 7.412 12.155
H 5.507 7.258 8.297
H 6.201 6.070 9.409
H 6.658 6.055 7.716
H 7.322 8.353 6.040
H 8.482 7.045 6.247
H 9.045 8.720 5.920
H 9.983 11.107 7.822
H 10.571 9.673 6.952
H 11.196 10.028 8.570
O 10.781 3.728 9.267
Cl 9.534 4.564 9.192
O 8.341 3.746 9.220
O 9.560 5.602 10.343
O 9.626 5.400 7.898
Se 14.203 10.070 10.016
N 15.064 9.005 11.156
C 14.439 7.857 11.415
C 14.827 6.772 12.242
C 14.023 5.652 12.240
C 12.826 5.601 11.470
N 12.424 6.623 10.690
C 13.176 7.755 10.691
N 12.840 8.840 9.977
H 15.750 6.843 12.818
H 14.260 4.735 12.790
H 12.162 4.728 11.515
C 15.986 9.119 5.828
C 14.581 8.792 5.287
C 13.973 7.599 5.948
N 12.866 7.738 6.629
N 12.472 6.644 7.304
C 13.261 5.586 7.123
N 13.059 4.400 7.703
S 14.604 5.919 6.021
H 16.471 9.980 5.350
H 16.649 8.263 5.710
H 15.968 9.302 6.892
H 14.599 8.606 4.215
H 13.869 9.621 5.445
H 12.220 4.284 8.279
H 13.752 3.669 7.629
*
```

The following is a DFT calculation (the ωB97M-V functional and the def2-TZVPD basis) of a 6-piece molecular cluster, C37H56Cl2F4N2O13P overall.

The LUMO energy is 1.828 eV. The calculation puts the HOMO-LUMO gap at 7.04 eV.

Structure (ORCA input):
```
! RIJCOSX wB97M-V def2-TZVPD def2/J DEFGRID3
* xyz -1 1
C 0.067 1.223 1.245
O 0.858 0.081 1.047
C 0.149 -1.141 1.160
P 1.337 -2.613 0.832
O 0.168 -3.747 1.354
C -1.205 -3.623 1.145
C -1.981 -3.196 2.406
N -2.847 -2.032 2.141
C -4.015 -2.363 1.326
C -4.132 -1.585 0.003
C -3.524 -0.192 0.026
O -3.520 -2.281 -1.082
C 0.769 -2.669 -1.050
Cl 0.847 -1.114 -1.863
C 0.385 -3.703 -1.791
C 0.377 -5.141 -1.385
Cl -0.077 -3.520 -3.484
C 2.580 -4.019 0.537
C 2.466 -5.313 1.045
C 3.456 -6.263 0.808
N 4.559 -6.017 0.092
C 4.663 -4.790 -0.402
C 3.727 -3.771 -0.221
C 2.071 -2.445 2.708
F 1.362 -3.196 3.629
F 3.368 -2.895 2.795
C 2.144 -1.051 3.349
F 2.672 -1.171 4.620
F 3.005 -0.258 2.673
H -0.919 1.005 1.661
H 0.575 1.893 1.940
H -0.092 1.751 0.303
H -0.330 -1.201 2.143
H -0.669 -1.124 0.437
H 2.350 -1.673 0.435
H -1.582 -4.620 0.882
H -1.515 -2.994 0.311
H -1.268 -2.933 3.183
H -2.585 -4.032 2.777
H -3.189 -1.711 3.038
H -4.949 -2.218 1.875
H -3.991 -3.422 1.057
H -5.197 -1.477 -0.228
H -4.241 0.520 -0.372
H -3.239 0.137 1.019
H -2.656 -0.149 -0.625
H -3.995 -3.097 -1.254
H 1.385 -5.545 -1.472
H 0.008 -5.345 -0.389
H -0.228 -5.712 -2.085
H 1.606 -5.586 1.637
H 3.356 -7.262 1.210
H 5.550 -4.580 -0.987
H 3.890 -2.793 -0.651
H 1.190 -0.558 3.492
O 3.254 -5.329 -4.111
C 3.286 -4.176 -4.425
O 3.121 -3.166 -3.546
C 3.104 -1.901 -4.226
C 3.843 -2.146 -5.537
C 3.493 -3.606 -5.819
H 2.064 -1.613 -4.382
H 3.582 -1.157 -3.594
H 3.550 -1.455 -6.326
H 4.919 -2.047 -5.384
H 2.555 -3.706 -6.368
H 4.278 -4.148 -6.338
O -6.413 2.862 -1.196
C -7.028 2.258 -0.370
O -6.599 1.076 0.129
C -7.577 0.522 1.023
C -8.416 1.710 1.482
C -8.363 2.621 0.256
H -8.166 -0.216 0.473
H -7.057 0.023 1.837
H -9.421 1.428 1.789
H -7.929 2.200 2.326
H -9.150 2.392 -0.463
H -8.390 3.679 0.502
O 1.445 4.652 1.912
C 2.478 4.076 2.101
O 3.213 3.548 1.100
C 4.335 2.820 1.635
C 4.563 3.411 3.022
C 3.143 3.790 3.434
H 4.074 1.760 1.665
H 5.183 2.955 0.967
H 5.054 2.719 3.705
H 5.172 4.308 2.953
H 2.619 2.958 3.908
H 3.102 4.666 4.077
O -8.203 0.453 -6.256
C -7.480 1.365 -5.981
O -7.810 2.653 -6.251
C -6.722 3.528 -5.902
C -5.901 2.759 -4.876
C -6.111 1.314 -5.329
H -6.155 3.750 -6.809
H -7.136 4.455 -5.511
H -4.860 3.070 -4.841
H -6.325 2.894 -3.881
H -5.385 1.005 -6.081
H -6.106 0.604 -4.507
O 6.319 5.800 5.738
C 6.744 6.358 4.772
O 6.220 6.171 3.534
C 6.989 6.886 2.551
C 7.706 7.985 3.327
C 7.912 7.323 4.689
H 7.684 6.186 2.084
H 6.311 7.270 1.794
H 8.623 8.316 2.845
H 7.049 8.849 3.434
H 8.836 6.745 4.731
H 7.884 8.023 5.518
*
```